[1]
47
Properties=species:S:1:pos:R:3:forces:R:3 method="wB97M-V/def2-TZVPD" total_charge=-1 molar_mass_g_mol=581.102 lumo_ev=2.07
C 1.06027 1.87535 5.47807 -0.1455 -0.1496 0.0470
C 0.91582 3.23998 4.81153 0.1886 0.1444 0.3699
I 1.86336 4.64022 6.22494 -0.0911 -0.0870 0.0645
C 1.54462 3.29207 3.43162 -0.0181 0.2244 -0.6186
I 1.54567 5.39996 2.71046 0.1065 0.1466 -0.1157
C 0.92782 2.43187 2.37713 -0.2240 -0.8419 1.3987
C 1.65892 1.15360 2.17921 0.2885 0.2050 -0.6605
O 2.82967 1.40637 1.36036 0.1400 -0.1932 -0.0169
O 3.54953 0.15707 1.22671 -0.2064 0.0975 0.0450
P -0.77826 2.18809 2.46962 -0.1252 0.4952 -0.6691
O -1.63800 3.29753 2.93260 0.0867 -0.1991 0.0215
O -1.15459 1.64531 0.98065 -0.3308 0.0746 0.0793
O -1.18302 0.86188 3.36239 0.1318 -0.1466 0.0486
H 0.37086 1.80001 6.31958 0.0464 0.0205 0.0184
H 2.06959 1.71609 5.85993 0.0221 -0.0049 -0.1244
H 0.80656 1.07608 4.78024 0.0038 0.1345 0.0775
H -0.11808 3.57733 4.79141 0.0543 -0.0182 -0.1065
H 2.61077 3.06499 3.48112 -0.0238 0.1327 0.0944
H 1.05019 0.42110 1.63432 -0.0031 -0.0859 0.1349
H 2.05388 0.69282 3.11122 -0.0279 -0.0641 -0.0681
H 3.69958 -0.08931 2.15270 0.1119 0.0672 -0.0196
H -2.11977 1.68607 0.85572 0.1038 -0.0170 0.0432
H -0.53820 0.15437 3.22436 -0.2008 0.0904 -0.0318
C -2.80204 0.60019 -1.34813 0.1376 -0.0528 0.0064
O -3.72160 1.13440 -0.75495 -0.0009 -0.0213 0.0308
N -2.94433 -0.16635 -2.44974 0.0191 0.0052 0.0342
C -1.79405 -0.76439 -3.09103 -0.0821 -0.0317 -0.0921
C -4.27197 -0.38611 -2.98897 0.0215 0.0119 0.0226
H -1.75646 0.69311 -1.01945 -0.0018 0.0293 -0.0207
H -1.69936 -0.41005 -4.12095 0.0449 -0.0154 -0.0057
H -1.86817 -1.85461 -3.11040 -0.0030 -0.0012 -0.0071
H -0.89690 -0.48060 -2.54315 0.0139 -0.0066 -0.0096
H -4.73712 0.56078 -3.26635 -0.0026 0.0003 -0.0081
H -4.91362 -0.86682 -2.24948 -0.0038 -0.0058 -0.0017
H -4.19442 -1.02360 -3.86721 -0.0059 -0.0036 -0.0004
C 0.16088 -3.69729 -4.80258 -0.0565 0.0742 0.0162
O -0.93654 -4.18276 -4.60264 0.0075 -0.0121 -0.0055
N 1.11976 -3.57105 -3.86512 0.0105 -0.0138 0.0214
C 2.40552 -2.97014 -4.14921 -0.0301 0.0043 0.0293
C 0.83874 -4.05041 -2.52174 -0.0075 0.0126 -0.0200
H 0.46047 -3.29987 -5.78756 0.0316 -0.0188 0.0036
H 3.21599 -3.67889 -3.96717 0.0061 -0.0002 -0.0119
H 2.57057 -2.08852 -3.52728 0.0036 0.0067 -0.0055
H 2.43806 -2.66754 -5.19450 0.0065 0.0039 -0.0035
H 0.61456 -5.11729 -2.53401 0.0028 -0.0039 0.0006
H -0.02296 -3.53286 -2.10002 0.0041 0.0066 0.0085
H 1.70778 -3.86820 -1.89427 -0.0038 0.0067 0.0068

---

[2]
14
Properties=species:S:1:pos:R:3:forces:R:3 method="wB97M-V/def2-TZVPD" total_charge=0 de_lowest_ev=0.959 molar_mass_g_mol=140.098 lumo_ev=-0.80 smiles="O=C(O)c1ccc(=O)[nH]n1"
O 2.79979 0.64167 -0.93732 -2.1245 -1.6438 3.2307
C 2.11633 0.06881 -0.07146 0.7402 -0.0996 -1.8391
O 2.67065 -0.75630 0.87121 1.2219 1.2204 -1.3449
C 0.56254 0.08296 -0.06810 2.5538 -0.2171 0.8342
C -0.10570 1.25134 0.29455 -0.8140 4.0630 -0.5126
C -1.49521 1.26602 0.27851 4.7619 -3.0716 -0.0869
C -2.17791 0.01390 0.05702 -0.0383 -1.4304 -2.0432
O -3.36622 -0.18095 -0.00980 -0.6123 0.2476 0.6309
N -1.33432 -1.09282 -0.37739 2.8984 6.7242 1.9713
N 0.01418 -1.05407 -0.25349 -1.2450 -1.4711 -1.0047
H 2.13272 -1.20656 1.51830 -0.9843 0.1410 -0.1342
H 0.56860 2.29662 0.44188 -2.1176 -3.1370 -0.3060
H -1.93751 2.12394 0.51703 -2.3824 3.0583 0.8718
H -1.75700 -1.91940 -0.39684 -1.8576 -4.3837 -0.2672

---

[3]
12
Properties=species:S:1:pos:R:3:forces:R:3 method="wB97M-V/def2-TZVPD" total_charge=0 de_lowest_ev=6.681 molar_mass_g_mol=116.080 lumo_ev="-1.35 / -1.18"
C 0.21882 1.38827 0.84305 3.6775 -2.7540 0.0329
C -0.27962 0.72858 -0.45225 2.8090 -0.5674 -0.7838
N 0.13410 0.24672 1.79518 0.2495 1.5031 0.8418
N -0.36954 -0.73072 1.26573 -0.3421 -1.6030 0.3001
N -0.85972 -0.49761 0.02376 -0.4212 -0.8436 -1.4262
N -0.00384 -2.04835 -1.06131 1.0777 4.2570 -0.0316
O 0.73830 -1.58117 -1.90019 -1.0700 -1.2811 0.9099
O -0.26263 -3.08482 -0.64060 -0.4181 -1.8257 0.1069
H 1.31695 1.71523 1.06228 -1.5921 -0.5472 -1.3341
H -0.30185 2.21414 1.09339 -2.2614 2.4737 1.1742
H -1.01609 1.36120 -0.96892 0.6219 -0.5551 -0.3325
H 0.68513 0.28852 -1.06012 -2.3309 1.7433 0.5422